Record 1
Density functional theory data (the ωB97M-V functional and the def2-TZVPD basis) for a 2-piece molecular cluster, C2H6O3 overall in a non-equilibrium geometry.

Calculated values
SMILES   O=CO.CO
LUMO   0.326 eV
Energy relative to the best compared isomer or geometry (same formula, charge and spin)   195.2 kJ/mol
Kohn-Sham gap   10.67 eV
Electronic energy   -305.47819 a.u.

CARTESIAN COORDINATES (ANGSTROEM)
C  1.09430  0.08683  -2.31185
O  -0.28888  -0.10952  -1.86640
H  1.29145  -0.97385  -2.74625
H  1.83180  0.33863  -1.38589
H  1.09730  0.78882  -3.13887
H  -0.65079  -0.77823  -2.49681
O  0.31419  -0.27576  2.58879
C  -0.43539  -0.32099  1.61153
O  -0.74322  0.72929  0.87322
H  -1.09933  -1.25427  1.31419
H  -0.68052  0.53178  -0.10940

---

Record 2
Density functional theory data (the ωB97M-V functional and the def2-TZVPD basis) for a single C6H12N2 molecule in a non-equilibrium geometry.

Calculated values
SMILES   C[C@@]12CNC[C@]1(C)N2
LUMO   1.021 eV
Energy relative to the best compared isomer or geometry (same formula, charge and spin)   783.5 kJ/mol
Kohn-Sham gap   9.10 eV
Electronic energy   -345.02946 a.u.

CARTESIAN COORDINATES (ANGSTROEM)
C  -0.32844  1.83486  -0.79834
C  -0.43940  0.92552  0.38811
C  0.92351  0.45231  0.99843
C  0.39263  -0.54799  -1.16940
C  -0.69679  -0.42873  -0.21625
C  -0.38126  -1.65027  0.71523
H  0.46055  1.65074  -1.60312
H  -0.46671  2.79485  -0.27765
H  -1.50903  1.77436  -1.29604
H  0.44578  -0.35321  1.77752
H  1.49267  1.20462  1.40812
H  2.39453  -0.09785  -0.39299
H  0.75958  -1.44474  -1.62471
H  0.36830  0.14552  -2.02718
H  -0.49367  -1.70447  1.76478
H  0.57987  -2.32974  0.42622
H  -1.20653  -2.33906  0.50714
H  -2.14911  0.02182  1.15721
N  1.54402  -0.35911  -0.02402
N  -1.69051  0.45057  0.28693

---

Record 3
Density functional theory data (the ωB97M-V functional and the def2-TZVPD basis) for a 4-piece molecular cluster, C23H35F9NO8P2S overall in a non-equilibrium geometry.

Calculated values
LUMO   -3.236 eV
Kohn-Sham gap   8.81 eV
Electronic energy   -3533.63891 a.u.
Total charge   +1

CARTESIAN COORDINATES (ANGSTROEM)
C  -0.23179  0.66167  -1.16153
C  -1.34533  0.14997  -0.23184
P  -1.85002  1.18529  1.18139
C  -2.03478  2.88276  0.53174
S  -0.12568  1.36186  2.56251
C  1.13883  0.09932  2.21380
C  0.55059  -1.27734  2.11828
C  1.25405  -2.21223  1.35633
C  0.78685  -3.50944  1.18987
C  -0.41012  -3.90090  1.78909
C  -0.92938  -5.28771  1.57387
C  -1.10555  -2.96251  2.55091
C  -0.63840  -1.66527  2.72389
P  0.99684  3.17246  2.11868
N  1.39804  3.32146  0.64545
O  0.12551  4.38596  2.65539
O  2.27003  3.07372  3.06278
H  0.74375  0.27276  -0.89112
H  -0.21321  1.74072  -1.25879
H  -0.42284  0.28716  -2.16300
H  -2.26293  0.07410  -0.81513
H  -1.10550  -0.85654  0.09136
H  -2.99629  2.86585  0.02675
H  -1.23175  3.20969  -0.11595
H  -2.14073  3.55904  1.37303
H  1.70010  0.37425  1.32830
H  1.83550  0.15188  3.04840
H  2.17069  -1.91747  0.86636
H  1.36428  -4.17315  0.58039
H  -1.56303  -5.28881  0.69011
H  -1.52173  -5.63658  2.41111
H  -0.13343  -5.99857  1.39267
H  -2.03067  -3.26604  3.01678
H  -1.19935  -0.94818  3.30613
H  1.06906  2.55224  0.07548
H  -0.45982  4.11454  3.38028
H  2.07199  2.74656  3.95269
C  3.86293  3.52885  -1.52177
C  4.78135  2.94669  -0.47353
O  5.47714  1.78508  -0.96959
C  6.55641  2.02115  -1.70465
O  7.00652  3.08668  -1.99274
C  7.19719  0.68367  -2.11741
F  6.26915  -0.18478  -2.54142
F  7.82589  0.13986  -1.06805
F  8.07700  0.86629  -3.09026
H  3.17501  2.76564  -1.89032
H  3.28366  4.34597  -1.09739
H  4.42320  3.90495  -2.37742
H  4.20478  2.59407  0.37965
H  5.49645  3.68317  -0.11018
C  0.70072  -5.28079  -5.93375
C  1.84307  -4.59381  -5.21941
O  1.71595  -4.72095  -3.78498
C  2.14116  -5.86365  -3.26931
O  2.61159  -6.78972  -3.85289
C  1.98410  -5.82738  -1.73913
F  0.78715  -5.33484  -1.37207
F  2.92766  -5.04131  -1.19382
F  2.10551  -7.03763  -1.21732
H  -0.25701  -4.89988  -5.57780
H  0.77139  -5.10634  -7.00621
H  0.71696  -6.35564  -5.75771
H  1.83136  -3.52381  -5.41350
H  2.80953  -4.98032  -5.53801
C  -8.61913  2.80668  1.78855
C  -7.66111  3.77677  1.13499
O  -6.68748  4.26987  2.08574
C  -5.65349  3.49709  2.32544
O  -5.40517  2.42937  1.84301
C  -4.70556  4.18965  3.32289
F  -5.35962  4.72143  4.34726
F  -4.02335  5.16237  2.69788
F  -3.81051  3.31430  3.79731
H  -9.09497  3.26620  2.65459
H  -9.39084  2.51045  1.08004
H  -8.10154  1.91069  2.13007
H  -8.18734  4.66030  0.78339
H  -7.14950  3.33109  0.28339

---

Record 4
Density functional theory data (the ωB97M-V functional and the def2-TZVPD basis) for a 2-piece molecular cluster, C4H12NOP overall in a non-equilibrium geometry.

Calculated values
SMILES   CP(N)O.C=CC
LUMO   0.898 eV
Energy relative to the best compared isomer or geometry (same formula, charge and spin)   306.6 kJ/mol
Kohn-Sham gap   8.91 eV
Electronic energy   -630.90384 a.u.

CARTESIAN COORDINATES (ANGSTROEM)
C  2.29978  -2.90615  -0.02335
C  0.85167  -1.78477  1.66788
C  -2.53135  0.54976  0.36846
C  1.52845  -1.70312  0.51752
N  -0.70504  2.64872  0.61265
O  -1.78859  2.16303  -1.65301
P  -0.98942  1.36305  -0.53287
H  2.31108  -3.68040  0.80561
H  1.59972  -3.30069  -0.84637
H  3.26613  -2.49260  -0.45656
H  -1.77888  3.11925  -1.78795
H  0.08334  -1.17402  2.11068
H  0.84000  -2.69810  2.14083
H  -2.73995  1.23973  1.19458
H  -3.35448  0.52489  -0.32179
H  -2.39931  -0.34795  0.79260
H  1.53565  -0.76020  0.00930
H  -0.00326  3.32477  0.34938
H  -0.30949  2.12512  1.44343

---

Record 5
Density functional theory data (the ωB97M-V functional and the def2-TZVPD basis) for an isolated ion of composition C4H9N2 and charge +1 in a non-equilibrium geometry.

Calculated values
LUMO   -4.223 eV
Energy relative to the best compared isomer or geometry (same formula, charge and spin)   402.2 kJ/mol
Kohn-Sham gap   8.55 eV
Electronic energy   -266.94608 a.u.
Total charge   +1

CARTESIAN COORDINATES (ANGSTROEM)
C  -0.33130  -0.48839  -0.36292
C  0.66430  1.47343  0.01095
C  -1.53267  0.37912  0.01082
C  1.97241  -0.54881  0.23981
N  -2.65328  -0.20895  0.13268
N  0.83564  0.25023  -0.05240
H  -0.36607  -1.34403  0.30049
H  -0.19795  -0.77391  -1.34112
H  -0.19687  2.04915  -0.31542
H  1.60281  2.02591  0.32420
H  2.70951  -0.19958  -0.48520
H  2.29152  -0.43007  1.30372
H  1.62679  -1.58347  0.08157
H  -3.47389  0.48368  0.36547
H  -2.95094  -1.08431  -0.21265

---

Record 6
Density functional theory data (the ωB97M-V functional and the def2-TZVPD basis) for C37H28N3P2S4V as an isolated structure in a non-equilibrium geometry.

Calculated values
LUMO (spin up / spin down)   2.096 / 1.295 eV
Energy relative to the best compared isomer or geometry (same formula, charge and spin)   71.8 kJ/mol
Kohn-Sham gap (spin up / spin down)   6.59 / 6.23 eV
Multiplicity   4
Electronic energy   -4810.59846 a.u.
Total charge   -1

CARTESIAN COORDINATES (ANGSTROEM)
V  -1.63661  -0.74415  -1.47536
C  0.09416  1.99841  1.46777
C  -1.03866  1.06996  1.89835
P  -0.36020  -0.57443  2.41295
C  -1.69927  -1.77566  2.12173
C  -1.33235  -3.11816  2.25904
C  -2.28496  -4.12055  2.18639
C  -3.62266  -3.79043  1.96016
C  -3.98989  -2.46440  1.80369
C  -3.03524  -1.46195  1.87945
C  -0.44221  -0.39714  4.23911
C  0.65189  0.19596  4.86942
C  0.65836  0.40785  6.24041
C  -0.42754  0.00755  7.00697
C  -1.51468  -0.59879  6.39285
C  -1.52351  -0.79760  5.01927
C  0.67723  1.81435  0.07266
P  0.68853  0.15625  -0.70114
C  1.95946  -0.79671  0.22615
C  2.00267  -2.17770  0.06890
C  2.93726  -2.94438  0.75004
C  3.84106  -2.33796  1.60899
C  3.80689  -0.95959  1.77298
C  2.87301  -0.19721  1.08879
C  1.69297  0.48836  -2.20879
C  2.00816  -0.59819  -3.01943
C  2.81206  -0.43653  -4.13489
C  3.31319  0.81851  -4.46018
C  2.99645  1.90806  -3.66461
C  2.18577  1.74378  -2.54798
H  0.89796  1.91461  2.20758
H  -0.24386  3.03800  1.52723
H  -1.78960  0.96495  1.11300
H  -1.52551  1.51949  2.76629
H  -0.29002  -3.36832  2.42886
H  -1.98979  -5.15650  2.29762
H  -4.37125  -4.56903  1.88697
H  -5.02241  -2.19665  1.61516
H  -3.35681  -0.43266  1.76803
H  1.51358  0.48616  4.27754
H  1.51469  0.87437  6.71074
H  -0.42253  0.15866  8.07895
H  -2.36380  -0.91688  6.98458
H  -2.38104  -1.26855  4.55203
H  1.69142  2.22022  0.05799
H  0.09782  2.40072  -0.64305
H  1.28565  -2.66867  -0.57788
H  2.95095  -4.01828  0.61241
H  4.56208  -2.93438  2.15323
H  4.50830  -0.47461  2.44045
H  2.86166  0.87257  1.24583
H  1.60315  -1.58017  -2.79330
H  3.03428  -1.29150  -4.76066
H  3.93453  0.94820  -5.33700
H  3.36231  2.89535  -3.91791
H  1.93119  2.61939  -1.96753
S  -1.33391  -0.67884  -3.82313
C  -1.04586  1.01978  -4.09230
C  -0.42744  1.43511  -5.27001
C  -0.14473  2.76999  -5.51138
C  0.54428  3.13812  -6.71869
N  1.09655  3.43355  -7.68349
C  -0.50276  3.73361  -4.56221
C  -1.14930  3.33480  -3.39965
C  -1.42744  1.99474  -3.13835
S  -2.26011  1.55497  -1.65464
C  -0.18785  5.12320  -4.75606
N  0.06862  6.23666  -4.88834
H  -0.12628  0.69005  -5.99418
H  -1.44018  4.08375  -2.67372
S  -3.95079  -1.61514  -1.58014
C  -4.76475  -0.40551  -0.72739
N  -5.32039  0.42969  -0.14418
S  -0.81395  -4.06865  -1.71073
C  -1.09800  -2.56386  -1.53226